(1)
Entry from OMol25: 2 unconnected molecules or ions with the total composition C2H7N4OS (ωB97M-V/def2-TZVPD).

```
! RIJCOSX wB97M-V def2-TZVPD def2/J DEFGRID3
* xyz 1 1
C 0.0351 0.2039 0.9781
C 1.4918 -0.8474 -0.0810
N 0.8120 -0.8731 1.0534
N 0.2303 0.9146 -0.1594
N -0.1773 2.1130 -0.6162
N 1.2608 0.2439 -0.8129
O 2.3605 -1.7267 -0.5232
S -2.5949 -0.3421 0.4850
H -0.5809 0.6345 1.7231
H -2.1811 -1.3541 -0.2794
H -0.7101 1.9331 -1.4607
H -0.8016 2.5131 -0.0025
H 1.8146 0.2206 -1.6826
H 2.2523 -2.5205 -0.0073
H -3.2116 -1.1129 1.3856
*
```

Properties
Energy above the lowest of the compared OMol25 structures with the same formula, charge and spin   20.6 kcal per mole
Energy   -772.53155 hartree
LUMO level   -3.577 eV
Kohn-Sham gap   9.9 eV
Molecular weight   135.2 g mol⁻¹

Here are the Mulliken charges for atoms 1 to 8, given in e:
1. C -0.20
2. C 0.54
3. N -0.49
4. N 0.61
5. N -0.74
6. N -0.25
7. O -0.43
8. S -0.35



(2)
Entry from OMol25: a gas-phase ion, C12H16N3 (charge +1) (ωB97M-V/def2-TZVPD).

```
! RIJCOSX wB97M-V def2-TZVPD def2/J DEFGRID3
* xyz 1 1
C -4.3018 0.3320 -0.0356
C -3.6409 -0.5244 -0.9253
C -3.7301 1.0802 0.9718
C -2.2650 -0.6745 -0.6348
C -1.7853 0.0684 0.3940
C -1.2140 -1.5016 -1.1950
C 2.9036 1.3756 0.1244
C 1.7078 1.7412 -0.7322
C 2.9433 -0.1349 0.4388
C 0.3704 1.1685 -0.1991
C 1.5733 -0.7695 0.8519
C 0.4762 -0.2394 -0.0209
N -2.3795 0.9135 1.1190
N 0.0491 -1.3312 -0.8419
N 1.5646 -2.2260 0.7800
H -5.3608 0.4417 -0.1796
H -4.1106 -0.8989 -1.7779
H -4.3584 1.8132 1.6764
H -1.1959 -2.5241 -1.8281
H 3.8737 1.7110 -0.2763
H 2.7048 1.8734 1.0789
H 1.5146 2.8152 -0.9476
H 1.8923 1.2370 -1.6646
H 3.2489 -0.6405 -0.5423
H 3.7352 -0.3656 1.1533
H 0.2021 1.6677 0.7276
H -0.4381 1.4692 -0.8961
H 1.3653 -0.4503 1.8940
H 0.7817 -2.0665 -0.6107
H 1.3266 -2.7395 1.5473
H 2.5469 -2.6210 0.5507
*
```

Properties
Energy above the lowest of the compared OMol25 structures with the same formula, charge and spin   112.3 kcal per mole
Energy   -630.73523 hartree
LUMO level (spin up / spin down)   -4.637 / -4.639 eV
Kohn-Sham gap (spin up / spin down)   6.9 / 6.9 eV
Molecular weight   202.3 g mol⁻¹

Here are the Mulliken charges for atoms 1 to 8, given in e:
1. C -0.29
2. C -0.85
3. C -0.43
4. C 0.82
5. C 0.31
6. C -0.49
7. C -0.64
8. C -1.03



(3)
Entry from OMol25: 2 unconnected molecules or ions with the total composition CH5IN2 (ωB97M-V/def2-TZVPD).

```
! RIJCOSX wB97M-V def2-TZVPD def2/J DEFGRID3
* xyz 0 1
H -1.9640 -0.7855 0.7468
N -2.1463 -1.8083 0.6638
N -2.3352 -1.8985 -0.5657
H -2.5922 -2.8388 -0.8908
C 1.1283 0.0146 -0.3326
I 3.2215 -0.1277 0.0003
H 0.9545 0.3247 -1.4031
H 0.5987 0.7663 0.3255
H 0.5358 -0.9027 -0.5566
*
```

Properties
Energy above the lowest of the compared OMol25 structures with the same formula, charge and spin   23.9 kcal per mole
Energy   -448.21472 hartree
LUMO level   0.382 eV
Kohn-Sham gap   9.8 eV
Molecular weight   172.0 g mol⁻¹

Here are the Mulliken charges for atoms 1 to 8, given in e:
1. H 0.28
2. N -0.26
3. N -0.23
4. H 0.22
5. C -0.91
6. I 0.04
7. H 0.31
8. H 0.30



(4)
Entry from OMol25: a molecular structure, C5H9FN3O2 (ωB97M-V/def2-TZVPD).

```
! RIJCOSX wB97M-V def2-TZVPD def2/J DEFGRID3
* xyz 1 1
C 0.3257 -0.0595 0.2730
C 2.1321 1.1249 -0.6055
C 2.4771 0.4992 0.7992
C -2.0481 -1.4685 -0.7386
C -1.6217 -0.5466 0.3718
N 0.7094 0.6781 -0.7185
N 1.2160 -0.3070 1.1450
N -2.3288 0.7156 0.2757
O -3.4006 0.6599 0.8294
O -1.9350 1.6055 -0.4379
F -1.2062 -2.5589 -0.6589
H 2.0182 2.1733 -0.6634
H 2.6029 0.6803 -1.4151
H 3.3645 -0.2316 0.7585
H 2.7151 1.3279 1.4540
H -3.0871 -1.7548 -0.4032
H -1.9922 -1.2145 -1.9024
H -1.6609 -0.9805 1.3118
H 0.3134 0.5245 -1.6458
H 1.4062 -0.8673 1.9708
*
```

Properties
Energy above the lowest of the compared OMol25 structures with the same formula, charge and spin   71.5 kcal per mole
Energy   -610.09046 hartree
LUMO level   -4.216 eV
Kohn-Sham gap   10.5 eV
Molecular weight   162.1 g mol⁻¹

Here are the Mulliken charges for atoms 1 to 8, given in e:
1. C 0.09
2. C -0.53
3. C -0.42
4. C -0.25
5. C -0.22
6. N -0.07
7. N -0.12
8. N 0.94



(5)
Entry from OMol25: a molecular structure, C23H58Cl4O5S5 (ωB97M-V/def2-TZVPD).

```
! RIJCOSX wB97M-V def2-TZVPD def2/J DEFGRID3
* xyz 0 1
C -2.1711 -1.6472 0.9098
S -2.8447 -1.9816 2.5768
O -4.3857 -1.9903 2.4649
C -2.4964 -3.7993 2.6980
H -2.8558 -1.7868 0.0732
H -1.2062 -2.1517 0.8599
H -1.8208 -0.6162 0.8610
H -2.2998 -4.2224 1.7129
H -3.3211 -4.3290 3.1747
H -1.5882 -3.9576 3.2796
C -2.4300 0.7865 3.2446
S -3.7365 0.8972 4.5622
O -5.0185 1.4283 3.8920
C -3.8811 -0.8835 4.9783
H -2.6023 -0.1011 2.6359
H -1.4735 0.8366 3.7648
H -2.5330 1.7359 2.7191
H -2.9353 -1.4131 4.8638
H -4.6829 -1.3510 4.4066
H -4.2171 -0.9728 6.0114
C 0.2758 5.0517 -2.1046
S -0.0108 4.3472 -0.4427
O -1.3177 4.7878 0.1659
C -0.2253 2.5363 -0.9200
H 0.3403 6.1345 -1.9971
H -0.4533 4.6806 -2.8249
H 1.2826 4.8194 -2.4519
H 0.5180 2.0660 -1.5637
H -1.1024 2.4597 -1.5626
H -0.4750 1.8196 -0.1376
C 2.0698 -3.6790 0.5552
S 0.2763 -3.5114 0.7682
O 0.1253 -2.7801 2.1034
C -0.1590 -2.3953 -0.5691
H 2.4516 -4.3327 1.3395
H 2.5022 -2.6799 0.6096
H 2.3841 -4.2564 -0.3142
H -1.2420 -2.2837 -0.6203
H 0.1081 -2.9640 -1.4598
H 0.2767 -1.3967 -0.6017
C -2.4795 -0.6440 -1.6315
S -1.5525 -0.0031 -3.1167
O -0.7062 1.0878 -2.5417
C -0.3986 -1.5120 -2.9924
H -3.2290 0.0131 -1.1903
H -1.8238 -0.8967 -0.7983
H -3.0587 -1.4859 -2.0108
H 0.2328 -1.4097 -2.1098
H 0.1980 -1.4433 -3.9020
H -0.9149 -2.4711 -2.9530
C 3.6051 2.0861 1.0338
Cl 3.7615 0.4033 1.6007
Cl 2.3054 2.7204 2.0834
Cl 5.1335 3.0405 1.4582
Cl 3.2321 2.3284 -0.7178
C -0.3522 2.5808 3.9685
C -0.2820 1.4020 2.9302
C -0.7152 1.7851 1.5181
C -0.6217 0.6133 0.5601
C 0.7338 0.3951 -0.2642
C 1.8013 -0.3486 0.5491
H 0.2057 2.1821 4.8158
H -1.3573 2.9917 4.0628
H 0.2784 3.2744 3.4122
H 0.7423 1.0311 2.9694
H -0.8573 0.5324 3.2477
H -0.0899 2.5894 1.1304
H -1.7749 2.0382 1.4880
H -0.9997 -0.2715 1.0722
H -1.3761 0.7356 -0.2171
H 0.4835 -0.1050 -1.1998
H 1.1747 1.3824 -0.4019
H 1.2517 -1.2808 0.6801
H 2.7576 -0.5993 0.0901
H 2.1156 0.1499 1.4660
C 1.2455 1.6628 -5.0849
C 1.9457 1.4906 -3.8044
C 1.9196 0.0287 -3.3193
C 2.5348 -0.2621 -2.0033
C 3.1470 -1.6557 -1.6998
C 2.3725 -2.8373 -2.1965
H 1.1675 2.7107 -5.3744
H 0.2737 1.1728 -5.1462
H 1.8432 1.2398 -5.8924
H 2.9763 1.8414 -3.7492
H 1.4570 2.0961 -3.0410
H 2.4568 -0.5520 -4.0692
H 0.8830 -0.3083 -3.3116
H 3.2592 0.5385 -1.8539
H 1.8166 0.0200 -1.2333
H 4.1063 -1.6479 -2.2174
H 3.4631 -1.7820 -0.6643
H 2.4869 -3.0902 -3.2506
H 2.7890 -3.7725 -1.8225
H 1.3076 -2.6900 -2.0166
*
```

Properties
Energy above the lowest of the compared OMol25 structures with the same formula, charge and spin   613.2 kcal per mole
Energy   -5117.87381 hartree
LUMO level   -0.500 eV
Kohn-Sham gap   7.3 eV
Molecular weight   716.9 g mol⁻¹

Here are the Mulliken charges for atoms 1 to 8, given in e:
1. C 0.10
2. S 1.23
3. O -0.77
4. C -1.19
5. H 0.84
6. H -0.93
7. H 1.01
8. H 0.29



(6)
Entry from OMol25: 6 unconnected molecules or ions with the total composition C23H35BrN7O2 (ωB97M-V/def2-TZVPD).

```
! RIJCOSX wB97M-V def2-TZVPD def2/J DEFGRID3
* xyz 1 1
C -2.4523 2.3657 2.8094
C -1.8084 1.3816 1.7599
C -0.6168 0.5013 2.3439
C -2.8806 0.3861 1.0966
C -2.3081 0.0060 -0.3114
C -2.4378 1.0509 -1.3599
C -1.8839 0.7617 -2.6883
C -1.2430 -0.5175 -2.9054
C -0.5900 -0.8826 -4.2948
O 0.8413 -0.6161 -4.2348
N 1.4334 -1.4342 -3.2894
O 1.8781 -0.8002 -2.4021
N -1.1647 -1.4682 -1.8969
C -1.6616 -1.2830 -0.6231
C -1.5108 -2.4237 0.4183
C -2.1664 -3.7915 -0.0044
C -1.3837 -4.5899 -1.1136
Br -4.0401 -3.5628 -0.5764
H -3.2301 1.8832 3.4591
H -2.8517 3.2425 2.2385
H -1.6060 2.7724 3.4307
H -1.3691 2.0017 0.9243
H -0.9764 -0.5662 2.3652
H -0.3039 0.8578 3.3545
H 0.2303 0.5357 1.6058
H -3.0822 -0.4919 1.7563
H -3.8417 0.9419 0.8881
H -2.9154 2.0407 -1.1454
H -1.9563 1.5348 -3.5080
H -1.0122 -0.2674 -5.1216
H -0.7068 -1.9895 -4.4712
H -0.6825 -2.3350 -2.1470
H -0.4106 -2.5998 0.5672
H -1.9373 -2.1502 1.4171
H -2.1890 -4.4488 0.9109
H -1.7346 -4.2267 -2.1206
H -0.2679 -4.3989 -1.0822
H -1.5349 -5.6955 -1.0879
C 4.8133 -1.9948 -2.7590
C 6.0313 -1.9425 -1.9552
N 6.9870 -1.9129 -1.3190
H 4.7135 -2.9538 -3.2707
H 3.9233 -1.8611 -2.1459
H 4.8037 -1.2153 -3.5229
C 5.5334 -5.3460 -0.0725
C 4.4062 -5.5039 -0.9878
N 3.5202 -5.6271 -1.7092
H 5.7194 -6.2564 0.4992
H 6.4530 -5.1032 -0.6071
H 5.3547 -4.5438 0.6449
C 0.4552 5.6098 4.3801
C -0.6372 5.3942 3.4368
N -1.4975 5.2236 2.6953
H 0.6828 4.7045 4.9402
H 1.3703 5.9173 3.8711
H 0.2097 6.3879 5.1047
C -1.0700 2.8356 -6.9456
C -2.1309 3.0436 -5.9624
N -2.9655 3.2127 -5.1903
H -0.1056 3.1829 -6.5717
H -0.9614 1.7799 -7.1996
H -1.2741 3.3741 -7.8719
C 0.5379 3.7885 8.3379
C -0.0656 3.3506 7.0822
N -0.5413 3.0066 6.0945
H 1.6230 3.6764 8.3196
H 0.3211 4.8385 8.5401
H 0.1639 3.2094 9.1832
*
```

Properties
Energy above the lowest of the compared OMol25 structures with the same formula, charge and spin   48.1 kcal per mole
Energy   -4004.76262 hartree
LUMO level   -4.148 eV
Kohn-Sham gap   8.6 eV
Molecular weight   521.5 g mol⁻¹

Here are the Mulliken charges for atoms 1 to 8, given in e:
1. C -1.11
2. C 0.74
3. C -0.85
4. C -1.60
5. C 0.52
6. C -0.14
7. C -0.62
8. C 0.71